{
  "formula": "C6H8O3",
  "method": "ωB97M-V with the def2-TZVPD basis set",
  "lumo_energy_ev": -1.5,
  "gap_ev": 8.2,
  "e_homo_ev": -9.72,
  "elements": ["C", "C", "C", "C", "C", "C", "H", "H", "H", "H", "H", "H", "H", "H", "O", "O", "O"],
  "positions_angstrom": [[0.71, -0.22, -0.28], [0.62, 1.03, 0.48], [-0.91, 0.91, 0.28], [-0.35, -0.17, -1.45], [-1.19, -0.57, 0.45], [0.08, -1.11, 0.68], [2.88, 0.74, -0.37], [0.91, 2.02, 0.21], [0.88, 0.91, 1.48], [-1.71, 1.54, 0.78], [-0.05, -0.33, -2.47], [-1.95, -1.07, 1.18], [0.16, -2.17, 0.26], [0.29, -1.07, 1.66], [1.95, -0.58, -0.84], [-0.86, 1.16, -1.14], [-1.46, -1.04, -0.92]]
}


{
  "formula": "C6H8O3S",
  "method": "ωB97M-V with the def2-TZVPD basis set",
  "lumo_energy_ev": [-0.7, -0.7],
  "gap_ev": [7.6, 7.6],
  "e_homo_ev": [-8.28, -8.28],
  "elements": ["C", "C", "C", "C", "C", "C", "O", "O", "O", "S", "H", "H", "H", "H", "H", "H", "H", "H"],
  "positions_angstrom": [[-0.58, 0.94, -0.81], [2.34, 0.79, -0.78], [-1.10, 0.00, 0.06], [0.11, 1.92, -0.26], [-1.76, -1.16, -0.57], [-0.82, -0.03, 1.53], [0.40, 2.94, 0.19], [3.58, -1.35, 0.27], [1.21, -1.54, -0.19], [2.36, -0.63, -0.03], [-0.90, 1.01, -1.85], [3.28, 1.43, -0.72], [-2.16, -0.95, -1.63], [-2.52, -1.71, -0.03], [-0.86, -1.74, -0.73], [-0.80, -1.07, 1.83], [-0.01, 0.61, 1.80], [-1.78, 0.52, 1.90]]
}